No. 1
A cluster of 9 separate species, C17H52ClN16O9P in total. Source: the OMol25 dataset; level of theory: the ωB97M-V functional and the def2-TZVPD basis.

The geometry in XYZ format:
```
96
Properties=species:S:1:pos:R:3:mulliken_charge:R:1
C 5.6858 3.0377 1.3857 -1.723
C 4.9602 2.2466 0.3277 0.466
Cl 4.6290 3.3607 -1.0636 -0.254
C 3.6405 1.5418 0.7265 -0.727
P 3.0440 1.8573 2.4619 -0.330
O 1.4482 2.1298 2.2746 -0.148
C 0.6407 1.2169 1.5259 -0.956
C -0.7556 1.7778 1.3030 1.274
C -1.4752 0.9969 0.2126 -1.798
C -0.8603 3.3004 1.0459 0.647
C -2.1906 3.7064 1.7308 -1.323
C -0.8845 3.6808 -0.4505 -1.636
H 6.0628 2.3816 2.1664 0.408
H 6.5428 3.5222 0.9258 0.444
H 5.0579 3.8082 1.8163 0.414
H 5.6184 1.4805 -0.0664 0.290
H 2.8550 1.8811 0.0615 0.369
H 3.7652 0.4722 0.5848 0.524
H 3.0113 0.4994 2.8800 0.015
H 0.5637 0.2861 2.0918 0.379
H 1.0902 0.9742 0.5627 0.270
H -1.3055 1.5918 2.2252 -0.286
H -2.4040 1.4868 -0.0610 0.340
H -1.7153 -0.0244 0.5007 0.337
H -0.8801 0.9292 -0.6979 0.465
H -0.0625 3.8661 1.5115 0.608
H -1.9840 3.9357 2.7759 0.326
H -2.8419 2.8458 1.6910 0.035
H -2.6420 4.5918 1.2904 0.520
H -0.5084 2.9037 -1.1078 0.325
H -1.8804 3.9800 -0.7610 0.382
H -0.2448 4.5470 -0.6098 0.376
C -5.5451 1.1571 1.8262 0.580
O -4.6786 1.6001 1.0896 -0.588
N -5.9808 1.8683 2.9206 -0.450
N -6.1080 -0.0633 1.6472 0.215
H -6.6870 1.5323 3.5479 0.231
H -5.5654 2.7679 3.0784 0.188
H -5.7826 -0.6336 0.8816 -0.335
H -6.8195 -0.4332 2.2479 0.033
C 4.9935 -0.5339 -3.5198 0.555
O 4.7029 -1.6816 -3.8031 -0.632
N 4.4372 0.1324 -2.4635 -0.145
N 5.9294 0.1815 -4.2241 -0.397
H 4.6830 1.0760 -2.2208 0.038
H 3.7512 -0.3569 -1.9207 0.137
H 6.3625 -0.2646 -5.0130 0.232
H 6.1845 1.1248 -3.9974 0.133
C 9.1153 -1.6373 -3.0443 0.607
O 9.4475 -0.6803 -3.7367 -0.756
N 7.8170 -1.8924 -2.7378 -0.277
N 10.0377 -2.5076 -2.5393 -0.393
H 7.5232 -2.6689 -2.1772 0.151
H 7.1252 -1.2643 -3.1140 0.281
H 11.0003 -2.3425 -2.7660 0.244
H 9.7939 -3.3010 -1.9786 0.159
C -3.2656 0.2514 5.4044 0.479
O -2.7761 0.3053 4.2895 -0.503
N -2.5787 -0.2519 6.4774 -0.410
N -4.5352 0.6849 5.6786 -0.314
H -2.9609 -0.3040 7.4020 0.151
H -1.6421 -0.5697 6.3158 0.235
H -5.0677 1.0649 4.9146 0.255
H -4.9433 0.6371 6.5923 0.162
C -7.5841 -1.7583 -1.3853 0.715
O -7.8977 -1.7199 -0.2034 -0.644
N -8.0053 -2.7538 -2.2185 -0.408
N -6.7888 -0.8075 -1.9485 -0.379
H -7.7514 -2.8035 -3.1862 0.155
H -8.5788 -3.4755 -1.8257 0.198
H -6.4607 -0.0626 -1.3605 0.216
H -6.5077 -0.8264 -2.9097 0.153
C -8.7580 -4.2362 2.5993 0.469
O -8.8650 -5.1235 3.4283 -0.677
N -9.6925 -4.0104 1.6227 -0.327
N -7.6985 -3.3766 2.5552 -0.220
H -9.5929 -3.2789 0.9402 0.219
H -10.4966 -4.6074 1.6057 0.186
H -6.9694 -3.4881 3.2332 0.171
H -7.6337 -2.6583 1.8517 0.194
C -4.3965 -2.6836 1.0649 0.760
O -4.9975 -2.2334 0.0986 -0.696
N -3.6370 -1.9051 1.8863 -0.161
N -4.4579 -4.0123 1.3962 -0.386
H -3.1510 -2.2489 2.6914 0.137
H -3.5938 -0.9224 1.6769 -0.008
H -5.0163 -4.6069 0.8128 0.227
H -3.9781 -4.4057 2.1823 0.153
C 11.1930 -0.4813 -7.3757 0.626
O 11.4980 -1.6609 -7.4153 -0.645
N 10.4192 0.0497 -6.3881 -0.267
N 11.6173 0.4062 -8.3369 -0.385
H 10.1707 1.0191 -6.3510 0.149
H 10.0899 -0.5611 -5.6557 0.198
H 12.1895 0.0443 -9.0751 0.219
H 11.3835 1.3798 -8.3284 0.157
```

Calculated values
**Highest occupied orbital energy**: -9.11 eV
**Structure (SMILES)**: CC(C)[C@@H](C)COPC[C@H](C)Cl.NC(N)=O.NC(N)=O.NC(N)=O.NC(N)=O.NC(N)=O.NC(N)=O.NC(N)=O.NC(N)=O



No. 2
A cluster of 8 separate species, C17H52N2O8 in total at a distorted geometry. Source: the OMol25 dataset; level of theory: the ωB97M-V functional and the def2-TZVPD basis.

The geometry in XYZ format:
```
79
Properties=species:S:1:pos:R:3:mulliken_charge:R:1
C 1.8346 -3.5102 -3.2520 -1.086
C 1.0932 -2.2135 -3.0275 -0.271
O 1.1803 -1.8262 -1.6835 -0.500
H 2.2331 -3.5279 -4.2663 0.386
H 1.3280 -4.4542 -3.0512 0.253
H 2.6930 -3.4913 -2.5806 0.288
H 0.0565 -2.3363 -3.3412 0.259
H 1.5684 -1.4667 -3.6636 0.416
H 1.1910 -2.5776 -1.0861 0.190
C 0.7606 -2.4753 4.4159 -0.783
C 2.2675 -2.3613 4.0028 -0.409
O 2.6501 -3.6409 3.5342 -0.474
H 0.2863 -1.5047 4.5610 0.190
H 0.7450 -3.1770 5.2498 0.368
H 0.1877 -2.8449 3.5654 0.181
H 2.8346 -2.0940 4.8944 0.420
H 2.4724 -1.5426 3.3131 0.241
H 3.5903 -3.7334 3.7047 0.262
C -2.8517 0.7988 4.4524 -0.901
C -2.2941 -0.0559 5.5729 0.047
O -1.2742 0.6791 6.2911 -0.538
H -3.7028 0.3883 3.9090 0.387
H -2.0617 1.1364 3.7815 -0.015
H -3.4169 1.6414 4.8507 0.361
H -1.8001 -0.8623 5.0309 -0.015
H -3.0681 -0.5383 6.1698 0.374
H -1.0435 0.4036 7.1813 0.293
C 0.4628 7.4112 -3.6770 -1.347
C 1.3973 6.1887 -3.5155 0.294
C 0.9279 5.1424 -2.4504 -0.432
O 2.0452 4.2500 -2.2106 -0.368
C 1.7025 3.1445 -1.5351 -0.641
N 1.6499 5.5930 -4.8295 -0.733
H 0.1874 7.9084 -2.7469 0.373
H -0.4233 7.1201 -4.2410 0.312
H 0.9239 8.2291 -4.2307 0.342
H 2.3274 6.6071 -3.1311 0.293
H 0.0277 4.6090 -2.7556 0.203
H 0.7202 5.5319 -1.4538 0.393
H 0.7305 2.6687 -1.6651 0.095
H 1.9670 3.1602 -0.4778 0.254
H 2.3234 2.3210 -1.8877 0.340
H 2.1844 4.7401 -4.7464 0.306
H 0.7343 5.2698 -5.1077 0.270
C -2.6950 -3.9722 -1.2193 -1.433
C -1.2755 -4.6913 -1.3242 0.730
C -0.4218 -4.4358 -0.0285 -0.551
O 0.7800 -5.1589 -0.0361 -0.407
C 1.5521 -4.8655 1.0527 -0.745
N -1.6304 -6.0768 -1.3754 -0.767
H -3.2991 -4.2040 -2.0965 0.398
H -2.5737 -2.8895 -1.1858 0.281
H -3.2482 -4.2627 -0.3261 0.347
H -0.7213 -4.4611 -2.2341 0.025
H -0.9602 -4.8332 0.8319 0.459
H -0.4705 -3.3554 0.1077 0.137
H 2.5542 -5.2927 1.0138 0.347
H 1.1152 -5.1041 2.0224 0.361
H 1.7286 -3.7901 1.0307 0.229
H -1.9874 -6.3572 -2.2776 0.266
H -0.7583 -6.5859 -1.3595 0.261
C 0.4121 -0.0989 1.1329 -0.198
O 0.0926 0.4632 -0.1183 -0.200
H 1.3722 0.3440 1.3978 0.423
H -0.2438 0.2087 1.9474 0.066
H 0.6814 -1.1548 1.1577 -0.222
H 0.3458 -0.1841 -0.7804 0.301
C -1.6252 1.8874 -2.5045 0.098
O -2.7703 2.5809 -3.0340 -0.589
H -1.9699 0.8759 -2.2899 0.204
H -0.8212 1.8021 -3.2355 0.276
H -1.2979 2.4542 -1.6329 -0.283
H -3.4941 2.6583 -2.4081 0.308
C -1.0725 3.6497 1.4450 -0.103
O -1.2462 4.9098 2.0372 -0.576
H -0.0583 3.6714 1.0460 0.111
H -1.1644 2.8931 2.2242 0.129
H -1.6737 3.5590 0.5403 0.137
H -0.5032 5.1086 2.6117 0.304
```

Calculated values
**Highest occupied orbital energy**: -9.31 eV
**Structure (SMILES)**: COC[C@H](C)N.COC[C@H](C)N.CCO.CCO.CCO.CO.CO.CO
**Energy relative to the best compared isomer or geometry (same formula, charge and spin)**: 104.7 kcal/mol



- What is the formula in the first record?
  C17H52ClN16O9P



- Among the records above, which one has the lowest highest occupied orbital energy?
  C17H52N2O8



- Which of these has the lowest highest occupied orbital energy?
  C17H52N2O8